Formula: C26H50Br4N6O2
Source: the Open Molecules 2025 dataset
Level of theory: ωB97M-V/def2-TZVPD

Output
E_tot	-320974.24020	eV
highest occupied orbital energy	-9.44	eV
ΔE to the lowest compared entry with this formula, charge and spin	0.582	eV
SMILES	CN(C)C=O.CN(C)C=O.BrCCBr.BrCCBr.CCCC#N.CCCC#N.CCCC#N.CCCC#N
Kohn-Sham gap	9.34	eV

The geometry in XYZ format:
```
88
Properties=species:S:1:pos:R:3:lowdin_charge:R:1
H -2.204 -8.455 0.920 0.1039
H 5.650 -1.849 -0.036 0.0584
N -5.667 -6.204 6.481 -0.1973
O 7.670 3.329 -10.210 0.0134
H -4.378 3.196 6.800 0.0855
C 6.274 5.808 -2.841 -0.2571
H -5.581 -8.180 7.146 0.0903
C -7.358 -0.609 0.322 -0.6912
C -6.990 -6.049 6.612 -0.3851
C 4.505 4.030 -8.679 -0.0784
H -4.303 4.788 5.972 0.0752
H 4.813 3.579 -7.736 0.0857
H -0.934 4.680 7.395 0.1263
H 0.191 -6.981 0.790 0.0690
H -3.767 -8.283 -0.983 0.1217
H -7.471 -5.191 6.116 0.1370
C -4.936 -5.021 6.005 -0.0615
H -1.873 2.902 6.074 0.1108
N 5.554 3.791 -9.605 -0.1951
C -0.812 -1.491 0.960 -0.0971
C -2.017 4.639 7.280 -0.2194
C -0.487 -7.374 0.032 -0.0903
N -2.759 -5.463 -2.307 0.1444
C 0.115 -0.743 -1.211 -0.2581
H -7.320 1.582 0.225 0.0632
C -4.928 -7.317 7.022 -0.0462
H 7.033 0.743 1.059 0.0513
H 5.691 3.857 -11.866 0.0991
Br -8.518 -2.228 0.268 0.5397
Br 7.561 0.023 -1.314 0.5246
H -4.482 -4.382 6.762 0.0818
H -5.490 -4.394 5.306 0.0846
Br 5.012 -1.034 2.284 0.6626
C -2.792 -7.807 -1.091 -0.1875
C 6.122 -1.271 0.759 -0.7506
H 6.035 4.747 -2.917 0.1117
C -3.898 3.777 6.012 -0.1162
H -4.215 -7.601 6.248 0.0866
C 5.306 4.275 -10.936 -0.0653
C 6.417 0.176 0.362 -0.6506
H 6.967 6.386 -4.921 0.0805
H -2.128 -8.430 -1.691 0.1094
C -2.416 3.847 6.059 -0.2799
H -0.445 -6.628 -0.762 0.0504
H 0.701 -1.661 -1.173 0.1277
C 6.790 3.349 -9.369 -0.3506
H -0.015 -2.235 0.945 0.0653
C 0.761 0.212 -2.073 -0.2212
H 4.232 4.239 -11.118 0.0774
H -8.624 1.082 1.248 0.0519
H -2.533 -6.711 0.475 0.0963
H 6.981 -1.835 1.124 0.0521
H 3.600 3.477 -8.933 0.0930
C -8.029 0.771 0.389 -0.6622
H -6.657 -0.747 1.145 0.0501
C -2.739 -6.484 -1.792 -0.2373
C -2.030 -7.642 0.215 -0.2469
H -1.154 0.372 0.002 0.1175
H 4.203 5.038 -8.397 0.0918
Br -9.304 0.705 -1.056 0.6031
H -4.033 -5.397 5.524 0.0751
H 0.082 -8.103 -0.546 0.0678
H 5.322 5.365 -10.928 0.0942
H 6.952 2.979 -8.345 0.1349
O -7.626 -6.741 7.336 0.0400
C -0.300 -0.296 0.114 -0.2638
N -2.849 7.092 7.109 0.1494
N 3.367 6.229 -1.002 0.1355
N 1.308 0.943 -2.797 0.1376
H -0.753 -1.083 -1.776 0.1312
H -4.475 -7.095 7.989 0.0946
H -6.811 -0.591 -0.621 0.0451
H 7.936 5.317 -3.891 0.0751
H 4.400 6.587 -3.819 0.1190
C 7.249 6.164 -3.892 -0.1379
H 5.416 7.790 -2.818 0.1184
H -1.612 -2.074 0.505 0.0732
C 4.135 6.510 -1.815 -0.2624
H 6.620 6.012 -1.828 0.1108
H -1.952 4.324 5.196 0.1181
C 5.013 6.785 -2.940 -0.1695
H -2.538 4.214 8.138 0.1289
H 7.847 7.014 -3.564 0.0767
H 5.476 0.667 0.113 0.0491
C -2.434 5.991 7.167 -0.2533
H -4.232 3.400 5.046 0.0745
H -1.043 -1.214 1.989 0.0702
H 0.608 0.113 0.558 0.1188
```

---

Formula: C26H50Br4O21
Source: the Open Molecules 2025 dataset
Level of theory: ωB97M-V/def2-TZVPD

Output
E_tot	-350937.33804	eV
highest occupied orbital energy	-9.81	eV
SMILES	C[C@H]1COC(=O)O1.COC(=O)OC.COC(=O)OC.COC(=O)OC.COC(=O)OC.COC(=O)OC.COC(=O)OC.BrCCBr.BrCCBr
Kohn-Sham gap	10.12	eV

The geometry in XYZ format:
```
101
Properties=species:S:1:pos:R:3:lowdin_charge:R:1
C -0.786 4.395 1.971 -0.0578
H -3.893 -5.781 -1.616 0.0495
H 5.101 1.264 3.266 0.0979
H 5.062 5.988 0.525 0.1024
C -5.506 -0.333 -4.196 -0.0614
O 2.047 6.036 -2.666 -0.0192
H -0.917 0.711 -2.833 0.0842
O 3.284 0.650 -3.888 -0.0158
O 4.090 2.952 2.632 -0.0030
H 1.286 3.722 3.488 0.0805
O -2.836 -0.474 -4.169 0.0734
H -1.958 -0.162 -0.761 0.0673
H -5.108 -4.949 -4.299 0.0597
H 1.544 -3.680 3.130 0.0849
H 5.130 1.193 -2.933 0.0876
O 1.678 -7.084 1.346 0.1329
H 3.887 1.726 4.348 0.0863
C -3.457 0.205 -3.314 -0.5495
H -5.627 -1.387 -3.949 0.0701
H 1.914 0.216 3.054 0.0774
H -0.716 5.455 2.216 0.1425
C 2.109 -0.409 2.183 -0.0282
H -2.952 -0.404 0.774 0.0388
O -2.976 1.142 -2.416 -0.0259
C -3.937 -5.115 -2.478 -0.6950
H 2.278 2.590 -1.266 0.1023
C 0.583 2.897 3.601 -0.0165
C -2.214 -0.806 0.080 -0.0640
Br -4.353 -3.340 -1.746 0.7029
O 1.967 -5.779 3.166 -0.0019
H -6.510 0.069 -4.064 0.0951
H -2.994 -5.119 -3.026 0.0653
H -4.970 -3.374 2.798 0.0544
O 1.828 -0.878 -3.156 0.0164
O -0.997 -1.232 0.676 -0.0363
H 0.013 3.975 1.360 0.1090
C 1.700 -4.541 2.480 -0.0390
C -0.793 3.540 3.271 -0.3189
O -1.694 2.525 2.966 0.0604
H 1.519 -9.825 4.109 0.0991
H -1.075 1.811 -1.571 0.0615
C 1.321 3.067 -1.049 -0.0252
O -0.169 0.976 0.954 0.0717
C 1.598 -9.266 3.176 -0.0631
O 4.293 4.112 0.845 -0.0132
O 3.170 0.038 -1.656 0.0947
O -3.449 2.276 1.486 0.1254
H 0.779 -9.416 2.473 0.0968
H 0.983 2.147 2.920 0.0504
C 4.925 5.064 -0.036 -0.0150
C 2.411 6.738 -3.869 -0.0161
C 4.654 2.156 3.704 -0.0191
C -6.310 -2.106 3.959 -0.6209
C -0.060 -0.281 1.092 -0.4480
H -2.646 -1.722 -0.325 0.0164
H -1.545 2.241 -3.293 0.1087
H 5.862 4.655 -0.415 0.0937
H 1.038 2.901 -0.010 0.0752
H -6.130 -2.484 4.966 0.0537
C -2.473 2.892 1.884 -0.5331
H -1.066 4.064 4.186 0.1465
H 0.576 2.578 4.644 0.0844
H 1.651 6.767 -4.649 0.0993
O 1.455 4.385 -1.434 0.0284
O 1.752 -7.915 3.485 -0.0115
O 1.656 4.000 -3.653 0.0630
C 1.162 -1.756 -2.260 -0.0169
H 5.380 2.718 4.291 0.0995
H 5.124 1.251 -4.675 0.0900
H 2.694 -1.281 2.477 0.0931
H 4.425 5.270 -0.982 0.0801
C 1.799 -6.953 2.536 -0.5771
H 0.554 2.637 -1.693 0.0735
H 0.817 -2.604 -2.852 0.0994
H 0.831 -4.599 1.826 0.0954
C 4.967 3.541 1.857 -0.6072
H -4.179 -1.900 3.444 0.0587
O 0.884 -0.975 1.729 -0.0070
Br -7.928 -3.085 3.191 0.5029
H -5.277 -0.138 -5.244 0.1074
H 1.758 -2.117 -1.422 0.0997
O -2.024 4.025 1.399 0.0852
H -6.039 -5.501 -2.900 0.0533
C -5.056 -5.518 -3.371 -0.5970
H 2.492 -4.255 1.789 0.0908
H 2.703 7.767 -3.660 0.0905
H -6.616 -1.060 3.953 0.0288
C -5.089 -2.311 3.010 -0.5702
O 6.181 3.576 2.032 0.1058
Br -4.674 -7.508 -3.874 0.4991
O -4.751 0.197 -3.143 0.0015
Br -5.568 -1.190 1.390 0.6006
C 1.761 4.739 -2.623 -0.5938
H 0.208 -1.358 -1.915 0.0799
C 2.773 -0.046 -2.796 -0.5644
C 4.504 1.422 -3.795 -0.0388
H 2.455 -9.631 2.610 0.0951
H 3.319 6.181 -4.098 0.0961
H 2.690 0.218 1.506 0.1001
H 4.270 2.484 -3.728 0.0781
C -1.578 1.506 -2.488 -0.0448
```

---

| no. | largest force on an atom (hartree/bohr) |
| --- | --- |
| 1 | 0.10227 |
| 2 | 0.11787 |